(1)
58
Properties=species:S:1:pos:R:3:lowdin_charge:R:1 method="wB97M-V/def2-TZVPD" orbital_gap_ev=4.461 total_charge=+2 homo_energy_ev=-13.06 de_lowest_kcal_mol=84.0 e_tot_ev=-46662.6507
Y -0.2351 0.1110 2.9334 1.968
F 0.0988 0.3156 0.7027 -0.476
C -2.0321 3.1232 -2.3290 -0.687
O -1.4394 4.1335 -2.6831 0.033
N -3.2305 2.7581 -2.8740 0.159
N -1.5802 2.2954 -1.3530 0.147
H -3.5840 3.3738 -3.5859 0.117
H -3.7584 1.9881 -2.5218 0.082
H -2.1309 1.5232 -1.0452 0.062
H -0.6938 2.5628 -0.9656 0.081
C 1.2397 0.0744 -3.2110 -0.683
O 1.2711 -0.1796 -4.4240 0.021
N 0.7780 -0.8130 -2.3086 0.158
N 1.5841 1.3044 -2.7835 0.174
H 0.5681 -0.4398 -1.3914 0.050
H 0.4633 -1.6834 -2.6955 0.089
H 1.5754 1.5881 -1.8232 0.050
H 1.7414 1.9807 -3.5097 0.120
C 1.2121 -2.8723 1.5099 -0.598
O 1.0043 -1.9094 2.2801 -0.128
N 0.7347 -4.1236 1.5385 0.200
N 2.1146 -2.6684 0.4838 0.201
H 0.1317 -4.5036 2.2502 0.123
H 1.4075 -4.7834 1.1737 0.133
H 1.9155 -3.1144 -0.3977 0.111
H 2.5089 -1.7298 0.4416 0.050
C 3.6200 0.9745 -0.1748 -0.644
O 3.3760 -0.2177 0.0285 0.005
N 4.6650 1.3977 -0.9323 0.189
N 2.7803 1.9754 0.1975 0.149
H 4.7785 2.3636 -1.1694 0.107
H 5.3960 0.7593 -1.1935 0.123
H 1.9622 1.7458 0.7339 0.040
H 3.0658 2.9297 0.3282 0.102
C -2.1977 -2.6817 -1.9305 -0.711
O -3.0714 -3.3825 -2.4349 0.056
N -1.0724 -3.2095 -1.4087 0.155
N -2.3482 -1.3641 -1.6312 0.169
H -1.0102 -4.2157 -1.4594 0.128
H -0.4201 -2.7007 -0.8419 0.061
H -3.0587 -0.7735 -2.0217 0.112
H -1.6962 -0.9448 -0.9936 0.057
C -2.5399 -2.3659 2.0272 -0.574
O -1.6996 -1.4279 1.8265 -0.161
N -3.1196 -3.0861 1.0668 0.246
N -2.8399 -2.7667 3.2968 0.181
H -2.8628 -2.9357 0.0994 0.081
H -3.8348 -3.7431 1.3191 0.140
H -3.6626 -3.3159 3.4634 0.127
H -2.1478 -2.4819 3.9628 0.098
C 0.8287 3.3992 2.8916 -0.578
O 0.9137 2.1545 2.6634 -0.167
N -0.3557 4.0262 3.0165 0.207
N 1.9126 4.1495 3.1758 0.226
H -1.2485 3.5736 3.0689 0.118
H -0.3535 4.9854 3.3254 0.133
H 2.8016 3.7395 2.9355 0.134
H 1.7747 5.1282 3.3531 0.134

***

(2)
29
Properties=species:S:1:pos:R:3:nbo_charge:R:1 method="wB97M-V/def2-TZVPD" orbital_gap_ev=9.001 homo_energy_ev=-9.16 de_lowest_kcal_mol=69.2 e_tot_ev=-29409.3879
O -0.8031 2.4810 0.0564 -0.626
O 1.8625 0.0659 -3.8865 -0.985
N 0.8224 -1.0042 -0.4344 -0.338
N 0.6228 -0.6238 0.8370 -0.220
C -0.1311 1.4167 -0.0860 0.573
C 0.6549 -0.2337 -1.5132 0.202
C 0.1825 0.5455 1.1557 0.194
N -0.0707 1.7917 -2.6149 -0.639
N 0.1033 1.0104 -1.4176 -0.249
S 1.2394 -1.0254 -3.0927 1.270
C 2.7532 -1.7600 -2.3924 -0.783
C 0.6480 2.2379 2.9038 -0.611
C 0.6323 -0.0376 3.5897 -0.603
C -1.6324 0.9639 2.8161 -0.593
C -0.0455 0.9075 2.5895 -0.105
H -0.4790 2.6803 -2.3047 0.398
H 0.8232 1.9491 -3.1573 0.411
H 3.3468 -0.9321 -2.1747 0.235
H 2.6060 -2.4308 -1.5384 0.258
H 3.2014 -2.3727 -3.1091 0.233
H 0.1712 3.0721 2.3806 0.233
H 1.7435 2.1126 2.7644 0.206
H 0.6977 2.5035 3.9241 0.216
H 0.3455 0.2290 4.7190 0.223
H 0.2885 -1.0712 3.3551 0.228
H 1.7814 0.0147 3.3912 0.217
H -2.0472 0.5645 1.9292 0.210
H -1.9049 0.2964 3.7233 0.216
H -2.0663 1.9950 2.9327 0.228

***

(3)
9
Properties=species:S:1:pos:R:3:nbo_charge:R:1 method="wB97M-V/def2-TZVPD" orbital_gap_ev=8.624 total_charge=-1 homo_energy_ev=-4.84 de_lowest_kcal_mol=5.2 e_tot_ev=-25540.1041
N -2.3019 -1.6678 -1.4760 -0.120
N 1.0098 0.7860 1.5998 0.309
N -2.2267 -0.5722 -1.4960 0.467
O 1.2940 0.6518 2.8015 -0.477
O 0.8756 1.8933 1.0778 -0.443
O -2.4335 0.5497 -1.6046 -0.350
O 0.0736 -0.5079 -0.6907 -0.993
O 2.5094 -0.3755 -0.4246 -0.961
S 1.1996 -0.7575 0.2130 1.568

***

(4)
6
Properties=species:S:1:pos:R:3:nbo_charge:R:1 method="wB97M-V/def2-TZVPD" orbital_gap_ev=6.865 homo_energy_ev=-10.38 de_lowest_kcal_mol=54.9 e_tot_ev=-73635.7930
C 0.5238 -0.9703 -0.0857 0.173
C 0.4722 0.4199 0.0378 -0.180
N 0.7021 -2.0942 -0.0654 -0.182
Br -2.2891 0.8068 -0.0706 -0.297
H 0.2653 0.8190 0.9484 0.243
H 0.3257 1.0188 -0.7644 0.243

***

(5)
7
Properties=species:S:1:pos:R:3:nbo_charge:R:1 method="wB97M-V/def2-TZVPD" orbital_gap_ev="4.915 / 4.269" homo_energy_ev="-7.95 / -7.33" e_tot_ev=-35414.4060
Mg 0.5784 -1.8407 -0.5294 1.375
N 0.0456 0.6093 -0.7940 -1.080
S -1.1444 0.2876 0.4488 1.635
O -2.4076 0.6321 -0.2844 -0.924
O -0.9619 -1.2835 0.4651 -1.212
S 1.5593 0.8872 -0.4365 0.750
F 2.3306 0.7080 1.1304 -0.544